This record from the OMol25 dataset describes C35H24AsF6NOSTl as an isolated structure. The level of theory is ωB97M-V/def2-TZVPD.

Each line ends with the Löwdin charge.
Geometry (Å):
Tl: 1.9259 1.6811 -1.1130  0.85
As: 0.2389 -0.7283 0.1193  1.33
S: -2.6920 3.7059 0.2541  1.14
F: 4.4683 1.6620 0.4345  0.16
F: 3.1451 2.6659 2.4979  0.00
F: 5.3713 0.9190 2.2691  0.26
F: 3.8369 -1.0795 3.5042  0.18
F: 2.5883 -2.2954 2.2539  0.18
F: 1.9624 -0.3056 2.7670  0.14
O: 2.7653 -0.4432 0.2007  -0.39
N: -0.7463 2.4177 -0.8675  0.03
C: -0.8116 -1.9724 2.4894  -0.13
C: -1.6009 -0.5793 -0.5490  -0.31
C: -0.9300 -4.3179 2.9593  -0.08
C: -3.9419 -0.1054 -0.4947  -0.07
C: -4.0793 -0.6786 -1.7484  -0.07
C: -0.5764 3.9690 2.4578  0.04
C: -1.7882 2.3597 -1.7451  -0.32
C: -0.1647 -2.2460 1.2894  -0.37
C: 1.6454 4.3391 3.2907  0.06
C: -2.6930 -0.0471 0.1049  -0.11
C: -0.4935 -1.7051 -2.3850  -0.19
C: 4.8576 -1.5029 0.7740  0.08
C: -0.3746 -2.3260 -3.6232  -0.01
C: -1.0507 3.0860 0.2012  -0.54
C: -2.9620 3.0161 -1.3086  -0.46
C: -2.9842 -1.2081 -2.4070  -0.03
C: -1.7268 -1.1570 -1.8178  -0.21
C: 4.3972 0.7701 1.4110  -0.11
C: -1.2005 -3.0072 3.3196  -0.08
C: 3.0290 -1.0520 2.4471  -0.57
C: 1.2073 2.9714 1.1725  0.02
C: 3.6903 -0.5099 1.1438  -0.52
C: 0.8469 -2.8379 -4.0287  -0.07
C: 0.3095 4.5053 3.4143  -0.03
C: 2.1481 3.5525 2.1338  -0.35
C: -0.3095 -4.5943 1.7523  -0.07
C: 1.9546 -2.7517 -3.2012  -0.07
C: 0.6345 -1.6094 -1.5541  -0.33
C: -0.1187 3.4129 1.2621  -0.25
C: 1.8458 -2.1420 -1.9625  -0.10
C: 0.0800 -3.5605 0.9166  -0.09
C: -4.1076 3.0684 -2.0852  -0.08
C: -1.7823 1.7474 -2.9990  -0.01
C: -4.0682 2.4662 -3.3251  -0.07
C: -2.9170 1.8191 -3.7774  -0.06
H: 2.3641 4.7828 3.9614  0.13
H: -0.9969 -0.9397 2.7647  0.10
H: -2.9247 1.3671 -4.7577  0.11
H: -5.0498 -0.7150 -2.2185  0.11
H: -1.2337 -2.4299 -4.2684  0.11
H: -0.8963 1.2263 -3.3315  0.12
H: 4.4147 -2.4904 0.6722  0.11
H: -0.1221 -5.6177 1.4629  0.11
H: -1.6369 3.9676 2.6708  0.11
H: 5.2928 -1.2013 -0.1740  0.11
H: 2.6613 4.3042 1.4815  0.20
H: -1.7041 -2.7935 4.2502  0.10
H: -4.9405 2.5049 -3.9572  0.11
H: -3.1112 -1.6781 -3.3706  0.11
H: 2.6990 -2.0806 -1.3053  0.08
H: -0.1034 5.0427 4.2546  0.13
H: 2.8999 -3.1649 -3.5181  0.10
H: 0.5800 -3.7748 -0.0207  0.10
H: -1.1926 -5.1225 3.6276  0.10
H: 5.6112 -1.5180 1.5558  0.10
H: -2.5745 0.4082 1.0809  0.10
H: -4.9908 3.5763 -1.7317  0.11
H: -4.8067 0.2921 0.0146  0.11
H: 0.9324 -3.3177 -4.9912  0.11

Results
**Max |F|**: 0.067 hartree/bohr
**HOMO energy (alpha / beta)**: -10.1 / -10.1 eV
**Energy above the lowest of the compared OMol25 structures with the same formula, charge and spin**: 150.99 kcal per mole
**Charge**: +1
**LUMO level (alpha / beta)**: -5.24 / -5.24 eV